# 1
Molecular formula: C8H11N3
Method: DFT, the ωB97M-V functional and the def2-TZVPD basis

Kohn-Sham gap (spin up / spin down) = 7.24 / 7.41 eV
HOMO (spin up / spin down) = -0.287 / -0.290 Ha
max |F| = 4.6 eV/Å
LUMO level (spin up / spin down) = -0.58 / -0.48 eV

Each line ends with the Löwdin charge.
Atoms and positions in Å:
C -3.12 0.44 0.16  -0.053
C -0.95 1.97 0.03  -0.058
C -3.20 -0.94 0.07  -0.117
C -1.77 0.73 -0.05  -0.253
C -1.06 -0.47 -0.24  -0.005
C 2.26 -1.10 -1.03  -0.060
C 1.89 0.19 1.15  -0.076
C 2.05 0.27 -0.39  -0.387
N 0.27 1.88 -0.42  -0.014
N -1.96 -1.45 -0.18  0.010
N 0.77 0.81 -0.95  0.071
H -3.78 1.28 0.29  0.100
H -1.36 2.95 0.40  0.125
H -4.01 -1.50 0.24  0.065
H 1.35 -1.55 -0.94  0.024
H 2.96 -1.53 -0.26  0.104
H 2.59 -0.92 -1.98  0.047
H 2.79 -0.17 1.71  0.092
H 1.07 -0.35 1.50  0.044
H 1.82 1.06 1.71  0.037
H 2.98 0.79 -0.75  0.153
H -1.60 -2.39 -0.07  0.151

---

# 2
Molecular formula: C8H11N3O3
Method: DFT, the ωB97M-V functional and the def2-TZVPD basis

Kohn-Sham gap = 10.28 eV
HOMO = -0.349 Ha
max |F| = 3.3 eV/Å
SMILES = CC1=N[C@]2(N)O/C(O)=N\C/C=C\[C@H]1O2
LUMO level = 0.79 eV

Each line ends with the Löwdin charge.
Atoms and positions in Å:
C -1.56 -0.89 1.16  -0.072
C -1.68 0.38 0.88  -0.034
C 1.83 0.85 0.46  -0.538
C 1.62 -1.43 0.08  -0.527
C -0.37 -1.84 1.19  -0.148
C -0.51 1.16 0.32  -0.212
C 0.19 0.70 -0.93  -0.278
C -0.64 0.35 -2.08  0.009
N 0.45 -1.84 -0.05  0.108
N 1.45 0.77 -0.86  0.202
N 2.98 1.60 0.66  0.179
O 2.44 -1.74 -0.96  0.108
O 2.07 -0.51 0.94  0.083
O 0.62 1.24 1.26  0.012
H -2.39 -1.38 1.46  0.065
H -2.69 0.82 0.90  0.123
H 0.16 -1.52 2.07  0.111
H -0.49 -2.98 1.24  0.143
H -0.87 2.15 0.16  0.141
H -0.10 0.08 -2.98  0.096
H -1.34 1.07 -2.39  0.077
H -1.25 -0.44 -1.69  0.085
H 1.90 -2.28 -1.54  0.111
H 3.68 1.43 0.00  0.081
H 3.53 1.23 1.38  0.076

---

# 3
Molecular formula: C8H11N3O3S
Method: DFT, the ωB97M-V functional and the def2-TZVPD basis

Kohn-Sham gap = 9.60 eV
HOMO = -0.334 Ha
max |F| = 3.4 eV/Å
SMILES = Nc1ccn([C@H]2O[C@H](CO)CS2)c(=O)n1
LUMO level = 0.51 eV

Each line ends with the Löwdin charge.
Atoms and positions in Å:
C 3.00 -1.06 -0.18  0.000
C 1.71 -0.76 0.10  -0.046
C 3.93 0.02 -0.18  -0.387
C 2.32 1.59 0.40  -0.491
C -2.12 -0.69 1.23  -0.389
C -2.17 -0.06 -0.16  -0.435
C 0.00 0.83 0.61  -0.434
C -3.01 1.23 -0.19  -0.224
N 3.58 1.25 0.12  0.181
N 1.34 0.51 0.37  -0.018
N 5.22 -0.19 -0.50  0.161
O 1.93 2.69 0.67  0.071
O -0.88 0.18 -0.62  -0.112
O -3.17 1.68 -1.51  -0.045
S -0.74 0.11 2.11  0.942
H 3.31 -2.07 -0.40  0.103
H 0.92 -1.50 0.10  0.133
H -3.03 -0.51 1.80  0.077
H -1.92 -1.76 1.18  0.075
H -2.60 -0.77 -0.88  0.160
H -0.13 1.91 0.58  0.114
H -2.53 1.99 0.43  0.124
H -4.02 1.04 0.19  0.128
H 5.56 -1.11 -0.71  0.105
H 5.86 0.59 -0.46  0.113
H -2.29 1.71 -1.92  0.091